# 1
DFT (the ωB97M-V functional and the def2-TZVPD basis) results for C3H8N4O in the gas phase.

Summary:
- Gap between HOMO and LUMO: 10.23 eV
- LUMO energy: 0.78 eV
- HOMO level: -9.5 eV
- ΔE to the lowest compared entry with this formula, charge and spin: 1.189 eV
- SMILES: [H]/N=C(/N)O/C(CN)=N/[H]

Element x y z (Å)
H: -2.86 -2.02 0.02
N: -2.32 -1.92 -0.83
C: -1.52 -0.96 -0.82
N: -0.56 -0.79 -1.79
O: -1.32 -0.16 0.29
C: -0.20 0.67 0.28
C: 0.79 0.30 1.36
N: 2.07 0.92 1.07
N: -0.14 1.67 -0.49
H: 0.67 2.26 -0.30
H: -0.36 0.17 -2.04
H: -0.71 -1.37 -2.60
H: 0.82 -0.80 1.44
H: 0.42 0.69 2.31
H: 2.71 0.82 1.85
H: 2.50 0.50 0.25

# 2
DFT (the ωB97M-V functional and the def2-TZVPD basis) results for a 6-piece molecular cluster, C27H56O15Si overall.

Summary:
- Gap between HOMO and LUMO: 9.80 eV
- LUMO energy: 0.43 eV
- HOMO level: -9.4 eV
- SMILES: CCOCC[Si@H](COO)CC(=O)O.CCOC(C)=O.CCOC(C)=O.CCOC(C)=O.CCOC(C)=O.CCOC(C)=O

Element x y z (Å)
C: -3.09 1.02 0.23
C: -1.92 0.84 1.20
O: -0.63 1.08 0.64
C: -0.43 0.48 -0.62
C: -0.67 -1.04 -0.65
Si: 0.39 -1.97 0.62
C: 2.26 -1.73 0.30
O: 2.93 -2.92 0.69
O: 4.21 -2.54 1.13
C: -0.05 -3.82 0.41
C: -0.71 -4.38 1.65
O: -1.86 -4.49 1.79
O: 0.16 -4.73 2.65
H: -4.03 1.25 0.73
H: -3.29 0.15 -0.40
H: -2.87 1.84 -0.45
H: -2.05 1.59 1.98
H: -1.97 -0.13 1.73
H: -0.96 0.99 -1.43
H: 0.63 0.62 -0.85
H: -1.72 -1.34 -0.60
H: -0.30 -1.38 -1.63
H: 0.07 -1.51 1.98
H: 2.49 -1.50 -0.75
H: 2.61 -0.90 0.92
H: 4.42 -3.22 1.79
H: -0.80 -3.93 -0.39
H: 0.81 -4.42 0.10
H: 0.91 -5.12 2.18
C: -2.18 -7.29 2.65
C: -2.20 -8.12 1.39
O: -1.01 -8.92 1.26
C: -0.86 -10.12 1.86
C: -1.85 -10.56 2.91
O: 0.10 -10.79 1.59
H: -2.16 -7.91 3.54
H: -3.06 -6.64 2.69
H: -1.29 -6.66 2.67
H: -3.09 -8.74 1.31
H: -2.20 -7.47 0.52
H: -1.45 -10.32 3.89
H: -1.97 -11.64 2.83
H: -2.84 -10.12 2.80
C: -1.51 4.99 -4.49
C: -1.99 3.58 -4.80
O: -2.57 2.95 -3.65
C: -3.84 3.13 -3.26
C: -4.66 4.23 -3.89
O: -4.28 2.45 -2.37
H: -2.32 5.63 -4.19
H: -1.03 5.42 -5.36
H: -0.79 4.97 -3.67
H: -2.68 3.56 -5.65
H: -1.14 2.96 -5.08
H: -4.62 5.11 -3.25
H: -5.69 3.88 -3.97
H: -4.35 4.50 -4.90
C: 5.57 0.72 1.02
C: 6.02 1.72 -0.02
O: 4.92 2.21 -0.80
C: 4.11 3.22 -0.41
C: 4.18 3.71 1.01
O: 3.31 3.65 -1.19
H: 4.88 1.16 1.74
H: 6.42 0.32 1.56
H: 5.04 -0.11 0.54
H: 6.58 2.55 0.42
H: 6.69 1.24 -0.73
H: 3.40 3.22 1.59
H: 3.99 4.79 1.00
H: 5.14 3.56 1.49
C: -0.31 -4.60 5.82
C: 1.01 -4.70 6.55
O: 1.66 -3.42 6.65
C: 1.38 -2.51 7.60
C: 0.17 -2.69 8.47
O: 2.07 -1.53 7.69
H: -1.02 -3.96 6.34
H: -0.76 -5.59 5.71
H: -0.16 -4.18 4.83
H: 0.91 -5.15 7.54
H: 1.69 -5.33 5.99
H: -0.66 -2.12 8.05
H: 0.40 -2.32 9.46
H: -0.14 -3.73 8.59
C: 1.22 10.08 -7.08
C: 0.72 8.69 -7.39
O: 0.13 8.07 -6.24
C: -1.15 8.27 -5.86
C: -1.95 9.37 -6.49
O: -1.60 7.59 -4.97
H: 0.41 10.74 -6.77
H: 1.71 10.51 -7.95
H: 1.93 10.05 -6.25
H: 0.02 8.67 -8.24
H: 1.55 8.05 -7.67
H: -1.90 10.25 -5.85
H: -2.99 9.04 -6.57
H: -1.64 9.64 -7.50

# 3
DFT (the ωB97M-V functional and the def2-TZVPD basis) results for C46H53N7O4PPbS as an isolated structure.

Summary:
- Total charge: +1
- Gap between HOMO and LUMO: 8.14 eV
- LUMO energy: -1.64 eV
- HOMO level: -9.8 eV
- ΔE to the lowest compared entry with this formula, charge and spin: 0.244 eV

Element x y z (Å)
Pb: 0.26 -0.08 -0.31
C: 5.30 2.17 -2.50
N: 3.85 2.18 -2.43
C: 3.15 3.13 -3.27
C: 3.16 1.44 -1.54
O: 1.94 1.49 -1.46
C: 3.96 0.54 -0.62
O: 3.11 0.11 0.40
C: 3.65 -0.94 1.16
C: 2.72 -1.22 2.33
O: 1.76 -0.49 2.55
N: 3.02 -2.29 3.09
C: 2.14 -2.67 4.19
C: 4.12 -3.19 2.79
H: 5.60 2.58 -3.46
H: 5.70 1.16 -2.42
H: 5.75 2.79 -1.71
H: 3.39 2.95 -4.32
H: 3.45 4.15 -3.02
H: 2.08 3.03 -3.12
H: 4.82 1.09 -0.20
H: 4.34 -0.30 -1.21
H: 4.64 -0.66 1.55
H: 3.78 -1.83 0.53
H: 1.29 -1.99 4.20
H: 2.67 -2.60 5.14
H: 1.79 -3.69 4.05
H: 4.98 -2.66 2.39
H: 3.83 -3.98 2.08
H: 4.44 -3.67 3.72
C: -1.78 3.62 5.00
C: -2.37 2.74 4.10
C: -1.72 2.41 2.93
C: -0.47 2.96 2.64
C: 0.12 3.84 3.54
C: -0.54 4.16 4.72
P: 0.27 2.47 1.04
C: 1.91 3.26 1.02
C: 2.86 2.77 1.92
C: 4.16 3.26 1.91
C: 4.53 4.23 0.98
C: 3.59 4.70 0.07
C: 2.29 4.22 0.10
C: -0.73 3.41 -0.17
C: -1.01 4.73 0.06
C: -1.76 5.49 -0.85
C: -2.24 4.89 -1.98
C: -2.00 3.52 -2.24
C: -2.55 2.92 -3.41
C: -2.37 1.59 -3.64
C: -1.62 0.81 -2.72
C: -1.05 1.34 -1.59
C: -1.24 2.74 -1.33
H: -2.29 3.88 5.92
H: -3.34 2.31 4.32
H: -2.18 1.72 2.23
H: 1.09 4.27 3.33
H: -0.08 4.85 5.42
H: 2.59 1.99 2.62
H: 4.88 2.89 2.62
H: 5.54 4.62 0.97
H: 3.87 5.46 -0.64
H: 1.57 4.59 -0.62
H: -0.64 5.21 0.97
H: -1.97 6.53 -0.65
H: -2.83 5.46 -2.70
H: -3.13 3.53 -4.09
H: -2.80 1.12 -4.52
H: -1.51 -0.25 -2.93
C: 1.22 1.00 -5.39
N: 1.28 0.23 -4.18
C: 1.84 -0.99 -4.04
S: 1.77 -1.79 -2.55
N: 2.44 -1.49 -5.13
C: 2.99 -2.83 -5.23
H: 0.71 1.94 -5.18
H: 0.65 0.49 -6.18
H: 2.22 1.24 -5.77
H: 0.87 0.62 -3.34
H: 2.32 -0.99 -6.00
H: 3.15 -3.22 -4.22
H: 3.94 -2.80 -5.76
H: 2.31 -3.50 -5.75
C: -3.56 -4.92 5.02
C: -4.32 -4.77 3.73
C: -4.76 -5.87 3.01
C: -5.43 -5.73 1.81
C: -5.71 -4.47 1.31
N: -6.42 -4.37 0.08
C: -6.44 -3.37 -0.85
O: -7.38 -3.21 -1.60
N: -5.34 -2.52 -0.89
C: -3.99 -2.83 -0.73
C: -3.48 -4.13 -0.75
C: -2.13 -4.32 -0.57
C: -1.30 -3.22 -0.40
N: -1.78 -1.98 -0.40
C: -3.09 -1.79 -0.56
C: -5.31 -3.35 2.03
C: -4.62 -3.51 3.21
H: -3.61 -5.94 5.39
H: -3.95 -4.25 5.79
H: -2.50 -4.67 4.88
H: -4.56 -6.87 3.39
H: -5.75 -6.61 1.26
H: -7.15 -5.04 -0.07
H: -5.55 -1.68 -1.42
H: -4.14 -4.97 -0.91
H: -1.71 -5.32 -0.58
H: -0.23 -3.33 -0.25
H: -3.43 -0.76 -0.56
H: -5.55 -2.35 1.67
H: -4.31 -2.62 3.76

# 4
DFT (the ωB97M-V functional and the def2-TZVPD basis) results for a 6-piece molecular cluster, C18H34Br6O8S4 overall.

Summary:
- Total charge: -1
- Gap between HOMO and LUMO (spin up / spin down): 3.53 / 7.72 eV
- LUMO energy (spin up / spin down): 1.85 / 1.86 eV
- HOMO level (spin up / spin down): -1.7 / -5.9 eV
- ⟨S²⟩: 0.755
- Multiplicity: 2

Element x y z (Å)
C: 0.56 0.71 -1.66
Br: -1.02 -0.51 -2.04
Br: 1.17 0.60 0.17
Br: 0.14 2.59 -2.27
H: 1.38 0.30 -2.24
C: 4.50 -0.66 -2.15
Br: 3.33 -1.94 -3.15
Br: 6.19 -0.41 -3.14
Br: 4.74 -1.07 -0.29
H: 3.98 0.29 -2.20
C: -2.70 3.01 2.22
C: -2.86 2.73 3.75
C: -2.31 1.33 4.10
S: -0.77 1.18 3.09
O: -0.89 -0.19 2.50
O: 0.33 1.56 3.91
C: -1.26 2.50 1.90
H: -3.02 4.01 1.94
H: -3.45 2.47 1.65
H: -3.90 2.78 4.07
H: -2.26 3.46 4.30
H: -3.02 0.52 3.97
H: -2.03 1.27 5.15
H: -1.23 2.09 0.89
H: -0.53 3.30 2.01
C: -0.63 -5.54 0.99
C: -1.73 -4.48 0.75
C: -1.89 -4.41 -0.76
S: -0.21 -4.40 -1.44
O: 0.27 -3.06 -1.28
O: -0.10 -5.14 -2.69
C: 0.49 -5.42 -0.10
H: -1.14 -6.48 0.80
H: -0.16 -5.67 1.96
H: -1.32 -3.54 1.13
H: -2.64 -4.54 1.35
H: -2.35 -3.52 -1.20
H: -2.28 -5.33 -1.21
H: 1.47 -4.99 0.07
H: 0.60 -6.43 -0.50
C: -1.01 4.42 -5.12
C: 0.22 5.32 -5.42
C: -0.37 6.70 -5.76
S: -1.77 6.98 -4.58
O: -2.97 7.40 -5.37
O: -1.26 7.70 -3.40
C: -1.93 5.15 -4.21
H: -0.80 3.40 -4.77
H: -1.45 4.37 -6.12
H: 0.83 4.80 -6.16
H: 0.83 5.56 -4.56
H: -0.80 6.65 -6.76
H: 0.17 7.63 -5.59
H: -3.02 5.04 -4.28
H: -1.74 5.14 -3.14
C: 1.61 -2.27 2.40
C: 3.10 -2.51 2.71
C: 3.32 -3.75 3.63
S: 1.74 -3.93 4.56
O: 1.99 -3.50 5.95
O: 1.22 -5.26 4.22
C: 0.81 -2.57 3.69
H: 1.27 -2.91 1.59
H: 1.41 -1.23 2.16
H: 3.55 -1.62 3.15
H: 3.62 -2.68 1.77
H: 4.11 -3.59 4.37
H: 3.39 -4.63 2.99
H: 0.61 -1.70 4.32
H: -0.11 -3.10 3.44

# 5
DFT (the ωB97M-V functional and the def2-TZVPD basis) results for a 2-piece molecular cluster, C9H14O overall.

Summary:
- Total charge: -1
- Gap between HOMO and LUMO (spin up / spin down): 2.91 / 6.51 eV
- LUMO energy (spin up / spin down): 3.56 / 3.54 eV
- HOMO level (spin up / spin down): 0.7 / -3.0 eV
- ⟨S²⟩: 0.761
- ΔE to the lowest compared entry with this formula, charge and spin: 0.757 eV
- Multiplicity: 2

Element x y z (Å)
C: -3.76 0.75 -0.82
C: -2.43 0.70 0.02
H: -3.97 -0.28 -1.10
H: -4.57 1.25 -0.31
H: -3.53 1.20 -1.79
H: -2.59 1.19 0.98
H: -1.66 1.16 -0.56
H: -2.18 -0.31 0.30
C: 1.72 0.33 -2.13
C: 1.36 -0.99 1.91
C: 2.45 -1.50 1.16
C: 0.76 0.17 1.51
C: 2.52 -1.07 -0.21
C: 0.99 0.76 0.23
C: 1.81 -0.01 -0.67
O: 1.00 -1.66 3.06
H: 3.22 -2.16 1.52
H: 0.52 -1.10 3.68
H: -0.04 0.60 2.12
H: 3.08 -1.67 -0.92
H: 0.42 1.53 -0.25
H: 1.75 1.37 -2.45
H: 0.74 0.00 -2.48
H: 2.37 -0.26 -2.80

# 6
DFT (the ωB97M-V functional and the def2-TZVPD basis) results for C15H18N3O2PdSSe2 as an isolated structure.

Summary:
- Total charge: +1
- Gap between HOMO and LUMO (spin up / spin down): 7.92 / 3.86 eV
- LUMO energy (spin up / spin down): -2.66 / -6.70 eV
- HOMO level (spin up / spin down): -10.6 / -10.6 eV
- ⟨S²⟩: 6.036
- ΔE to the lowest compared entry with this formula, charge and spin: 1.078 eV
- Multiplicity: 5

Element x y z (Å)
Pd: 0.23 0.40 -0.40
N: -2.12 -0.88 1.21
C: -1.37 -1.55 2.14
C: -1.96 -1.92 3.34
C: -1.31 -2.70 4.29
C: -0.03 -3.14 4.06
C: 0.62 -2.77 2.86
C: 1.92 -3.25 2.59
C: 2.53 -2.90 1.42
C: 1.86 -2.03 0.56
N: 0.66 -1.55 0.77
C: -0.01 -1.94 1.90
H: -1.69 -0.36 0.46
H: -3.06 -0.61 1.45
H: -2.98 -1.61 3.52
H: -1.83 -2.97 5.20
H: 0.49 -3.78 4.76
H: 2.40 -3.89 3.31
H: 3.52 -3.26 1.16
H: 2.37 -1.71 -0.35
O: -1.18 2.06 -5.27
C: -0.06 1.37 -4.74
C: 0.74 2.35 -3.88
C: 1.29 3.49 -4.77
O: 0.32 4.41 -5.19
C: 1.98 1.64 -3.32
Se: 1.76 0.01 -2.27
C: -0.11 3.01 -2.78
Se: -1.22 1.79 -1.75
H: -1.71 1.46 -5.81
H: 0.59 1.00 -5.54
H: -0.39 0.51 -4.14
H: 1.81 3.04 -5.62
H: 2.02 4.07 -4.20
H: -0.37 3.93 -5.67
H: 2.53 2.32 -2.66
H: 2.65 1.37 -4.14
H: -0.80 3.71 -3.25
H: 0.53 3.53 -2.08
S: -0.29 2.13 4.21
C: 0.05 1.65 2.69
N: 0.29 1.30 1.60

# 7
DFT (the ωB97M-V functional and the def2-TZVPD basis) results for C37H27Cl2N3NaO4S2 as an isolated structure.

Summary:
- Total charge: -1
- Gap between HOMO and LUMO: 6.46 eV
- LUMO energy: 2.10 eV
- HOMO level: -4.4 eV

Element x y z (Å)
Na: -0.31 1.25 -0.26
Cl: 1.06 5.67 -0.25
C: 2.38 4.55 -0.13
C: 3.65 5.03 0.12
C: 4.71 4.15 0.17
Cl: 6.31 4.78 0.46
C: 4.52 2.78 -0.02
C: 5.56 1.83 -0.03
C: 5.28 0.51 -0.21
C: 3.93 0.13 -0.37
N: 2.94 0.98 -0.37
C: 3.19 2.29 -0.23
C: 2.05 3.19 -0.31
O: 0.89 2.77 -0.54
H: 3.81 6.09 0.27
H: 6.57 2.18 0.12
H: 6.06 -0.23 -0.24
H: 3.67 -0.92 -0.48
C: -1.58 4.03 -5.66
C: -2.03 3.20 -4.48
C: -1.57 3.52 -3.21
C: -1.93 2.74 -2.11
C: -2.72 1.63 -2.30
C: -3.23 1.34 -3.55
C: -2.89 2.12 -4.64
S: -3.28 0.53 -0.99
O: -2.99 -0.81 -1.46
O: -4.69 0.83 -0.86
N: -2.37 0.91 0.28
C: -2.60 0.32 1.46
C: -3.81 -0.28 1.81
C: -4.03 -0.85 3.06
C: -3.04 -0.86 4.01
C: -1.79 -0.31 3.71
C: -0.72 -0.33 4.63
C: 0.48 0.23 4.29
C: 0.61 0.81 3.02
N: -0.36 0.84 2.14
C: -1.55 0.31 2.44
H: -0.50 4.21 -5.58
H: -2.08 4.99 -5.67
H: -1.78 3.52 -6.60
H: -0.93 4.37 -3.06
H: -1.59 3.01 -1.13
H: -3.89 0.49 -3.63
H: -3.29 1.88 -5.61
H: -4.59 -0.28 1.07
H: -4.99 -1.28 3.27
H: -3.21 -1.30 4.99
H: -0.87 -0.80 5.59
H: 1.31 0.24 4.97
H: 1.54 1.26 2.70
O: -0.22 -0.74 -0.52
S: 0.50 -1.44 0.54
C: -0.65 -2.66 1.26
C: -0.24 -3.53 2.26
C: -1.14 -4.45 2.78
C: -2.45 -4.47 2.33
C: -2.85 -3.59 1.34
C: -1.95 -2.69 0.79
C: 1.37 -2.80 -0.31
C: 2.49 -3.38 0.28
C: 3.11 -4.45 -0.34
C: 2.60 -4.93 -1.54
C: 1.50 -4.34 -2.13
C: 0.88 -3.26 -1.51
H: 0.78 -3.51 2.62
H: -0.82 -5.15 3.54
H: -3.15 -5.17 2.75
H: -3.87 -3.59 0.99
H: -2.25 -2.01 0.01
H: 2.87 -2.98 1.21
H: 3.98 -4.90 0.11
H: 3.08 -5.78 -2.02
H: 1.12 -4.71 -3.07
H: 0.03 -2.77 -1.95

# 8
DFT (the ωB97M-V functional and the def2-TZVPD basis) results for C8H17N5O3 in the gas phase.

Summary:
- Gap between HOMO and LUMO: 8.77 eV
- LUMO energy: 0.32 eV
- HOMO level: -8.5 eV
- ΔE to the lowest compared entry with this formula, charge and spin: 4.403 eV
- SMILES: [H]/N=C(/N)NCCC[C@H](NC(=O)CN)C(=O)O

Element x y z (Å)
H: 0.26 5.31 -0.46
N: -0.46 4.57 -0.69
C: -0.21 3.35 -0.30
N: -1.05 2.42 -0.82
N: 0.75 3.12 0.77
C: 1.76 1.96 0.59
C: 1.72 0.92 1.68
C: 0.35 0.11 1.68
C: 0.29 -0.77 0.47
N: -1.03 -0.76 -0.07
C: -1.85 -1.40 -1.10
O: -3.01 -1.14 -1.23
C: -1.27 -2.43 -1.95
N: -1.23 -3.69 -1.26
C: 0.95 -2.15 0.70
O: 2.09 -2.07 1.12
O: 0.36 -3.28 0.78
H: -1.04 1.39 -0.77
H: -1.71 3.03 -1.45
H: 1.30 3.92 0.85
H: 2.76 2.51 0.31
H: 1.63 1.49 -0.33
H: 2.52 0.20 1.46
H: 1.66 1.19 2.81
H: 0.33 -0.61 2.54
H: -0.56 0.80 1.58
H: 0.96 -0.45 -0.29
H: -1.62 -0.70 0.78
H: -1.92 -2.60 -2.88
H: -0.23 -2.13 -2.15
H: -0.31 -4.03 -1.08
H: -1.73 -4.41 -1.69
H: -0.48 -3.69 0.40